The following is a DFT calculation (wB97M-V/def2-TZVPD) of a cluster of 2 separate species, C5H10O in total.

Element x y z (Å)
H (0.81766, 1.66074, 3.00963)
H (0.18405, 1.78789, -1.59941)
H (-2.14114, -2.23161, -1.16655)
H (-0.83262, -0.81766, 0.48901)
H (1.97428, 1.31292, -1.67724)
O (-0.31159, -2.56388, -1.94792)
C (0.27075, 0.98322, 2.34912)
C (0.66164, -0.16123, -0.93333)
H (0.66065, 1.07059, 1.33602)
C (-0.72481, -0.61831, -0.59116)
C (-1.08710, -1.90487, -1.29786)
H (0.39697, -0.04509, 2.70085)
H (-1.47965, 0.14404, -0.82733)
C (0.95418, 1.03710, -1.42609)
H (-0.79180, 1.24242, 2.35757)
H (1.44852, -0.89628, -0.77529)

Multiplicity: 1
M, g mol⁻¹: 86.13
HOMO, eV: -9.795
Total charge: 0
SMILES string: C=CCC=O.C
Kohn-Sham gap, eV: 10.725

=====

The following is a DFT calculation (wB97M-V/def2-TZVPD) of a cluster of 3 separate species, C5H10O in total.

Element x y z (Å)
C (-1.89592, -0.42333, 1.07547)
H (-2.68285, -0.85492, 0.42698)
H (1.86527, -1.34899, -1.83430)
H (1.42515, 0.85684, 0.34562)
H (-1.84910, 0.68224, 1.10339)
H (1.13049, -1.61155, -0.17411)
C (1.45317, 0.55295, -0.69879)
C (-0.98258, 0.26656, -1.79141)
C (0.22724, 0.03502, -1.31700)
H (0.44199, 0.34736, 2.59001)
C (1.28402, -0.93450, -1.01257)
O (-1.14768, -1.11661, 1.72021)
H (2.14298, 1.12380, -1.31715)
H (0.92923, 0.88118, 2.77716)
H (-1.40074, 1.27127, -1.81156)
H (-1.59195, -0.53820, -2.19813)

Multiplicity: 1
M, g mol⁻¹: 86.13
HOMO, eV: -9.882
Total charge: 0
SMILES string: C=C1CC1.[H][H].C=O
Kohn-Sham gap, eV: 10.840

=====

The following is a DFT calculation (wB97M-V/def2-TZVPD) of the molecule C5H10O.

Element x y z (Å)
H (3.01636, -1.27277, -0.36749)
C (2.07994, -0.89529, -0.78955)
C (-0.11401, 0.25533, -0.37401)
H (-2.39215, -0.88849, 0.20459)
H (1.69120, 0.53960, 0.78350)
H (2.33331, -0.14779, -1.55194)
H (0.17798, 0.83660, -1.26082)
C (-0.98249, 1.14273, 0.47442)
H (0.92603, -1.02116, 1.04656)
H (-0.56403, 2.10048, 0.77719)
H (-0.68677, -0.59588, -0.77381)
H (1.57788, -1.72716, -1.29975)
C (1.16909, -0.28026, 0.27253)
C (-2.25675, 0.91395, 0.79602)
O (-2.98415, -0.20890, 0.55033)
H (-2.86931, 1.65662, 1.29693)

Multiplicity: 1
M, g mol⁻¹: 86.13
HOMO, eV: -8.708
Total charge: 0
SMILES string: CCC/C=C\O
Kohn-Sham gap, eV: 9.602